The following is a quantum chemistry calculation of a cluster of 7 separate species, C32H83N5O12 in total at a distorted geometry, from the OMol25 dataset.

The value obtained for the orbital gap is 8.71 eV. As for the spin multiplicity: 1. The charge is 0. The value obtained for the molar mass is 730.039 g/mol. The value obtained for the total energy is -66540.681 eV. Its SMILES is COCCNCCOC.COCCNCCOC.COCCNCCOC.COCCNCCOC.COCCNCCOC.CO.CO. The calculation puts the energy above the lowest of the compared OMol25 structures with the same formula, charge and spin at 49.03 kcal per mole.

Geometry as XYZ:
```
132
Properties=species:S:1:pos:R:3:forces:R:3
O 4.11237 -8.67553 -4.78790 -1.030 -0.181 -1.259
O 0.18880 -3.00250 1.93220 0.370 -0.092 -0.912
O 5.22010 2.08304 5.32858 1.032 1.127 0.948
O -3.51400 0.42485 -3.41415 0.954 0.341 -0.368
O 0.06524 -1.91252 -2.02016 0.612 0.746 -0.337
O -1.71371 -3.72963 -3.07390 -0.722 -0.534 -0.045
O -2.43569 6.33335 -0.93022 0.699 0.112 0.594
O -9.23235 6.34297 1.67490 -0.042 0.346 -0.742
O 3.42452 -3.90040 -3.35293 1.530 -0.318 1.411
O -2.71162 3.06321 0.35831 -1.816 2.324 -0.481
O 1.36099 0.93328 3.30832 0.381 0.565 -0.465
O 4.30285 -2.00241 3.10661 -0.514 -0.012 0.345
N 2.87594 -3.78789 1.45832 0.699 -0.192 1.042
N 2.45044 2.67761 5.37543 -0.838 -0.475 -0.796
N -6.20021 4.23108 1.29776 0.311 -0.740 0.029
N -3.52238 3.97582 -2.63227 1.024 -0.434 0.336
N 5.41203 -6.16958 -3.80291 -1.087 -0.300 1.033
C 0.74843 -0.24478 2.87783 0.976 -0.762 0.431
C 4.81778 -3.93214 -2.96604 0.216 -1.668 -0.231
C -2.07733 1.87414 0.48604 0.987 -1.807 -0.200
C 6.63432 1.91881 5.54718 -0.483 -0.010 -0.091
C -1.19653 -3.07004 2.19387 -0.029 -0.348 -0.195
C -2.96792 2.71433 -3.20377 -1.928 0.938 -0.144
C -6.99088 5.41822 1.03684 -0.900 -0.028 1.267
C 5.13263 -5.39309 -2.57575 0.675 1.185 -1.021
C 4.72957 3.20075 6.15481 -0.439 -0.759 -1.598
C 4.31568 -3.60375 1.26113 -0.887 0.509 0.306
C 4.91721 -0.85526 3.69111 0.546 -0.519 -0.227
C -3.05566 6.38326 -2.18981 -0.587 -0.018 -0.279
C -10.55121 6.22166 2.27573 2.023 0.046 -0.621
C -4.40672 -0.63852 -3.41172 0.839 0.089 1.367
C -4.06902 1.63538 -2.99530 0.772 0.451 -0.952
C 4.73730 -2.21496 1.76981 0.114 -0.095 -0.074
C -2.76570 5.14135 -3.06923 0.118 1.199 1.215
C 3.78872 -9.59786 -5.81213 -0.146 0.873 -0.459
C -2.58541 7.53325 -0.16130 -0.304 -0.862 -0.057
C -4.09673 2.99905 0.63148 -1.427 -0.246 1.397
C 0.53232 1.71186 4.12880 0.395 0.841 -0.127
C -1.50485 -3.69137 -4.46417 0.154 0.610 -1.383
C -0.39031 -0.73471 -1.35246 0.291 -1.169 0.414
C 5.46897 -8.52012 -4.58252 1.132 1.117 2.171
C 0.63780 -3.76127 0.75845 -2.110 0.390 0.140
C 3.07082 -2.58992 -3.59277 -0.862 1.085 -1.191
C 1.33142 2.98978 4.43887 0.475 -0.977 0.443
C 5.51346 -7.55815 -3.38128 0.571 -1.059 0.172
C -4.89235 4.32414 0.67133 1.185 0.078 -0.919
C 3.46351 3.69286 5.46285 -0.611 0.273 1.469
C -8.31148 5.28154 1.88322 -0.956 -0.130 -0.891
C 2.02943 -3.42027 0.37014 0.271 -0.568 -0.001
H 0.67379 3.76849 4.82518 0.085 0.003 0.301
H -2.72635 7.27711 -2.71962 0.181 0.165 -0.222
H -4.47288 1.56609 -1.98525 0.507 0.120 0.539
H -4.66395 2.32308 -0.00840 0.368 -0.209 -0.526
H -0.43937 -1.02058 -0.30176 -0.481 0.406 0.418
H 4.69454 -7.85959 -2.72814 -0.281 0.035 0.184
H 2.89425 1.82372 5.06882 -0.107 -0.226 -0.269
H -0.67477 -2.51030 -2.14921 -0.264 -0.129 -0.137
H -1.69618 4.99038 -2.92283 0.411 -0.143 -0.417
H -4.26286 5.08121 1.13897 0.187 0.288 0.043
H 0.36630 0.04862 -1.39764 -0.069 -0.014 -0.456
H 4.42113 -0.47578 4.58441 -0.334 -0.538 -0.089
H 4.61552 2.84318 7.17815 -0.245 0.097 0.034
H -4.25811 2.57630 1.62311 0.304 -0.310 0.455
H 4.99816 -0.00442 3.01462 -0.131 -0.014 -0.333
H 6.86514 1.57233 6.55454 -0.191 -0.010 0.258
H -2.97036 5.44822 -4.09492 -0.077 -0.359 -0.118
H 6.10223 -7.97291 -5.28085 -0.530 -0.259 -1.212
H 4.90328 -4.37775 1.75485 -0.157 -0.033 0.368
H 4.24397 -9.28652 -6.75230 0.743 -0.352 -0.066
H -1.47085 -2.43395 3.03543 0.447 0.034 0.088
H 6.04425 -5.48302 -1.98502 -0.062 0.332 0.321
H 3.67286 -2.20777 -4.41715 0.265 0.355 -0.119
H 2.11072 -2.36279 0.11871 -0.152 0.290 -0.370
H 4.05806 -10.60669 -5.49939 -0.074 -0.135 -0.287
H -6.08069 4.19659 2.30007 0.146 -0.313 0.213
H -0.14382 -0.10280 2.26807 -0.325 0.148 0.243
H -3.75041 -1.49793 -3.54872 -0.615 -0.341 -0.891
H 6.40929 -7.68183 -2.77275 0.331 -0.012 -0.188
H 0.44233 -4.81892 0.93526 0.576 -0.229 0.333
H -1.07443 2.00685 0.08024 0.136 -0.103 0.309
H -3.58627 7.60218 0.26489 -0.409 0.037 -0.230
H -3.25688 3.91891 -1.65945 -0.392 -0.014 0.603
H 2.57362 -3.15237 2.18275 0.223 -0.344 0.796
H -2.39538 8.42783 -0.75435 0.191 0.041 -0.053
H 3.15407 -1.90658 -2.74765 0.147 -0.163 0.340
H -11.19866 6.84958 1.66366 0.005 0.124 0.386
H 1.73020 3.33278 3.48418 -0.001 0.192 -0.256
H -2.53156 1.05858 -0.07666 -0.333 -0.063 -0.458
H 2.98738 4.44254 6.09482 0.392 0.573 0.190
H -10.91720 5.19638 2.22124 0.020 -0.125 0.219
H 5.38012 4.07464 6.12007 0.626 -0.257 0.114
H -5.04166 4.60957 -0.36998 -0.077 0.323 -0.032
H -7.14792 5.48329 -0.03982 -0.445 0.142 0.123
H -1.51701 -4.08511 2.42843 0.067 -0.273 0.116
H 4.26371 -1.41402 1.20209 0.204 0.057 -0.602
H -6.43696 6.29347 1.37627 -0.084 0.520 -0.136
H -0.38588 1.94485 3.58960 -0.224 0.295 -0.153
H -4.71314 -0.74884 -2.37152 -0.882 -0.175 0.172
H 2.03913 -2.54054 -3.94103 -0.087 -0.180 0.211
H 0.61894 -0.82476 3.79159 -0.820 -0.548 -0.186
H 7.05548 1.18166 4.86356 -0.360 0.025 -0.180
H -8.18815 5.15394 2.95868 0.850 0.147 0.269
H 5.43955 -3.64949 -3.81552 -0.018 -0.067 -0.354
H 0.22500 1.17238 5.02468 0.191 -0.121 0.343
H -2.05668 1.48543 1.50417 0.220 0.249 0.450
H 7.15171 2.86649 5.39784 0.061 0.106 -0.102
H -1.82099 -2.74785 1.36059 0.122 0.166 -0.438
H -2.66171 -3.87346 -3.02700 -0.102 -0.013 0.771
H 4.28315 -5.75209 -1.99471 -0.097 -0.299 0.086
H -1.82710 -2.73621 -4.87883 0.599 0.580 0.134
H -0.45977 -3.90085 -4.69228 -0.136 0.138 0.066
H 5.95440 -9.47026 -4.35966 0.038 -0.242 0.086
H -1.93734 7.47607 0.71324 0.343 -0.049 -0.339
H 2.74153 -9.48533 -6.09289 -0.257 -0.321 0.761
H 5.92153 -1.19038 3.95022 0.337 0.403 0.247
H -2.14669 -4.33799 -5.06251 0.076 -0.879 0.469
H 4.47247 -3.77936 0.19686 0.467 0.535 -0.167
H 0.02491 -3.54793 -0.11731 -0.442 0.495 0.052
H 4.51835 -6.14703 -4.27295 -0.198 0.208 -0.745
H -2.80708 3.00738 -4.24123 -0.243 -0.835 -0.402
H 5.82373 -2.13440 1.73414 0.248 0.202 -0.180
H 3.73923 4.21611 4.54728 0.069 -0.284 -0.539
H -1.98956 2.38608 -2.85279 0.007 0.010 0.558
H -1.35832 -0.41562 -1.73876 0.040 0.292 0.043
H -10.38375 6.58148 3.29091 -0.866 -0.118 0.206
H 1.45768 -0.81522 2.27811 0.061 0.223 -0.041
H -4.12473 6.50172 -2.01336 -0.432 -0.099 -0.279
H -5.24705 -0.43312 -4.07487 -0.044 -0.625 -0.202
H 2.28024 -4.03058 -0.49745 -0.050 0.140 -0.306
H -8.82154 4.36614 1.58328 0.161 -0.400 -0.288
H -4.96632 1.84097 -3.57896 -0.034 0.414 -0.448
H 5.16779 -3.26862 -2.17527 -0.957 0.375 0.434
```
Forces are in eV/Å.

These are the Löwdin partial charges, in e, on atoms 1 to 6: O -0.187; O -0.210; O -0.216; O -0.214; O -0.145; O -0.120